A cluster of 6 separate species, C37H81BF4N4O3 in total in a non-equilibrium geometry, computed with ωB97M-V/def2-TZVPD.

XYZ file:
```
130
Properties=species:S:1:pos:R:3:forces:R:3
C -0.3236 -2.3680 4.9474 1.127 -0.956 -0.739
C 0.9075 -1.8541 4.1182 -0.623 1.001 1.163
C 2.2678 -2.4018 4.6319 -0.036 -0.318 -1.516
N 3.5281 -1.8661 3.8390 -0.867 -1.290 0.633
C 3.4983 -2.5670 2.4369 1.492 -0.156 0.475
C 4.7669 -2.1986 1.6827 0.623 0.608 0.514
C 6.0803 -2.3614 2.4962 -0.275 -0.579 -0.900
C 6.0180 -1.8500 3.9186 -0.143 -1.245 0.507
C 4.7635 -2.4101 4.6252 0.820 2.201 -0.933
C 3.5181 -0.3388 3.7301 -0.408 -0.534 0.392
H -0.2163 -2.0641 5.9887 -0.172 -0.161 -0.028
H -0.3415 -3.4531 4.8468 0.067 -0.210 0.525
H -1.3070 -2.0995 4.5617 0.340 0.651 -0.147
H 0.8533 -0.7777 4.2812 0.398 0.218 -0.088
H 0.7449 -1.9632 3.0459 0.182 -0.445 0.060
H 2.3217 -3.4687 4.4156 -0.102 -0.094 -0.134
H 2.4751 -2.3804 5.7018 -0.179 0.882 -0.019
H 3.5639 -3.6346 2.6468 -0.317 -0.005 0.192
H 2.5965 -2.3797 1.8539 -0.041 0.369 0.441
H 4.8874 -2.8092 0.7878 -0.491 0.089 -0.073
H 4.7220 -1.1486 1.3937 -0.235 0.023 -0.269
H 6.3513 -3.4165 2.4591 -0.074 -0.202 0.350
H 6.8593 -1.8977 1.8909 0.106 0.271 0.332
H 6.7654 -2.3223 4.5561 0.732 0.346 -0.361
H 6.1561 -0.7693 3.9530 -0.282 -0.086 0.355
H 4.8687 -3.4889 4.7405 -0.841 -0.153 -0.886
H 4.8109 -2.0735 5.6608 -0.827 0.556 -0.064
H 4.3515 0.1657 3.2413 0.236 -0.892 -0.057
H 3.4906 0.0395 4.7519 -0.279 0.029 -0.060
H 2.6315 -0.0651 3.1581 -0.076 -0.078 0.276
C -2.7885 1.2290 5.2057 0.152 -0.398 -0.762
C -3.6076 1.0018 3.8960 -1.716 0.162 1.677
C -3.4098 -0.3595 3.2348 0.642 0.144 -1.644
N -4.4922 -0.8247 2.2175 -0.821 1.445 0.425
C -4.6864 0.3231 1.1793 0.312 0.797 1.360
C -5.6324 -0.0056 0.0774 0.113 -0.919 -0.317
C -5.1176 -1.2970 -0.6029 -1.842 0.088 -1.123
C -4.9572 -2.4762 0.3028 -0.417 0.019 1.500
C -4.0456 -2.1158 1.4785 0.459 0.885 -0.264
C -5.7690 -1.0656 3.0643 -0.006 -0.380 -1.165
H -1.7124 1.2266 5.0322 0.023 0.034 -0.107
H -2.9983 0.4365 5.9239 -0.078 -0.054 -0.046
H -3.0481 2.1721 5.6867 -0.079 -0.007 -0.241
H -3.5838 1.8519 3.2142 0.966 -0.240 -0.279
H -4.6392 1.1189 4.2278 -0.314 -0.325 0.237
H -3.2959 -1.2690 3.8247 0.182 0.559 0.620
H -2.5094 -0.1639 2.6525 0.228 -0.928 -0.271
H -3.7247 0.6704 0.8017 0.554 -1.030 -0.099
H -4.9502 1.2232 1.7345 -0.701 -0.295 0.325
H -5.7494 0.8350 -0.6065 0.471 0.012 -0.119
H -6.6480 -0.0948 0.4631 -0.060 -0.526 0.075
H -4.2471 -1.2031 -1.2522 0.314 0.570 0.360
H -5.8808 -1.6949 -1.2718 -0.240 0.565 -0.448
H -4.6498 -3.2817 -0.3641 0.738 -0.259 0.714
H -5.9102 -2.8180 0.7066 -0.306 0.120 -0.145
H -3.1183 -1.7992 1.0011 0.542 -0.264 0.576
H -3.9161 -2.8494 2.2742 0.103 -0.152 -0.323
H -6.5509 -1.3938 2.3794 0.021 0.096 0.089
H -6.1316 -0.2034 3.6240 0.465 0.223 -0.430
H -5.6245 -1.8671 3.7888 0.498 -0.034 -0.212
C 6.7035 -1.9842 -1.2118 0.088 -0.165 0.393
C 5.9313 -0.6920 -1.3215 -0.841 0.093 -0.646
C 5.2448 -0.6813 -2.7249 0.620 1.834 0.912
N 4.3464 0.5588 -2.9249 -0.474 1.954 -0.304
C 3.7504 0.4460 -4.4010 -0.618 -0.216 1.402
C 2.6106 1.4599 -4.7261 1.381 -0.922 -0.038
C 1.5432 1.3750 -3.6627 -0.413 0.748 1.288
C 2.1054 1.6721 -2.1938 0.327 -0.508 -1.835
C 3.1885 0.5902 -1.8842 -0.674 -0.212 -1.132
C 5.1278 1.9098 -2.7900 -0.136 -1.614 -0.627
H 7.1026 -2.1146 -0.2058 0.115 0.045 -0.044
H 7.5506 -1.9696 -1.8976 -0.084 -0.265 -0.075
H 6.0399 -2.8271 -1.4047 0.146 -0.190 -0.246
H 6.5910 0.1590 -1.1519 0.101 0.154 -0.420
H 5.1857 -0.6017 -0.5316 -0.123 -0.316 -0.119
H 4.6658 -1.5778 -2.9467 -0.243 -0.012 0.171
H 6.0299 -0.5198 -3.4635 -0.024 -0.345 -0.186
H 3.3322 -0.5587 -4.3391 -0.225 -0.103 -0.229
H 4.5566 0.4034 -5.1333 0.214 0.374 0.339
H 2.2474 1.1951 -5.7191 -0.228 -0.442 0.062
H 3.0029 2.4557 -4.9323 0.048 0.259 0.617
H 1.0201 0.4187 -3.6622 0.493 -0.434 0.061
H 0.7247 2.0484 -3.9169 0.181 0.452 0.133
H 1.2885 1.6906 -1.4723 0.232 -0.637 0.096
H 2.4997 2.6878 -2.1639 0.321 0.054 -0.105
H 2.7398 -0.3916 -2.0352 -0.207 -0.214 0.315
H 3.5987 0.6440 -0.8758 0.129 0.198 -0.282
H 6.0793 1.7467 -3.2962 0.024 0.133 0.094
H 5.2945 2.1653 -1.7436 -0.151 -0.183 -0.126
H 4.5887 2.6995 -3.3133 -0.084 -0.219 0.206
C -2.6972 3.6323 0.3130 0.135 0.420 -0.570
C -3.7949 3.8688 -0.7440 0.945 -0.682 -0.062
C -3.9385 2.7140 -1.7614 0.495 0.561 -0.196
N -3.0399 2.6722 -3.0684 0.439 -0.679 0.110
C -3.5777 3.6316 -4.1962 0.205 -0.920 1.223
C -4.7973 2.9995 -4.7999 -1.366 0.837 -0.860
C -4.6594 1.5381 -5.2690 -1.375 1.497 0.373
C -4.3323 0.7335 -4.0305 -0.626 -0.409 -1.281
C -3.0222 1.1442 -3.5018 1.293 0.799 0.099
C -1.6002 3.0687 -2.7975 -1.013 0.993 0.867
H -1.7321 3.4340 -0.1532 -0.009 -0.030 0.111
H -2.8867 2.8029 0.9944 -0.161 0.085 -0.012
H -2.5989 4.5724 0.8558 0.080 -0.225 0.359
H -3.5772 4.8325 -1.2045 -0.432 0.048 -0.182
H -4.7431 3.9046 -0.2074 -0.174 0.311 -0.279
H -4.9773 2.6705 -2.0887 0.270 -0.073 -0.297
H -3.7003 1.8119 -1.1979 0.108 -0.225 -0.418
H -3.7558 4.5853 -3.6992 -0.359 -0.100 0.172
H -2.7733 3.8715 -4.8915 0.130 -0.714 -0.073
H -5.6604 3.1508 -4.1517 0.096 -0.589 0.709
H -5.1919 3.6456 -5.5840 0.639 0.057 -0.608
H -5.6351 1.1833 -5.6007 -0.077 0.276 -0.237
H -4.0296 1.5488 -6.1586 0.569 -0.680 0.376
H -5.1179 0.9153 -3.2972 -0.082 -0.015 0.041
H -4.4494 -0.3154 -4.3032 0.732 -0.226 0.397
H -2.6698 0.4917 -2.7030 -0.007 0.657 0.641
H -2.2191 1.0924 -4.2370 -0.175 0.066 -0.341
H -1.6685 4.0699 -2.3720 0.009 -0.150 0.719
H -0.9862 3.3311 -3.6590 -0.402 -1.129 -0.502
H -1.1833 2.3385 -2.1040 0.253 0.165 -0.168
B -0.3742 0.0264 0.4509 0.160 -1.052 -0.571
F 0.7511 -0.3396 -0.3003 0.575 0.415 0.483
F -0.2357 1.1416 1.2498 0.372 0.635 0.107
F -1.4018 0.1894 -0.4720 -1.367 0.970 -0.991
F -0.7650 -1.0504 1.2362 -0.088 -0.850 1.069
O 2.5781 -3.6589 -0.7878 -0.314 -0.142 2.854
C 3.0516 -3.6480 -2.0244 1.668 -0.798 -3.931
O 2.5262 -2.7756 -2.7725 -0.171 1.287 -0.053
O 3.9246 -4.4621 -2.3800 -0.319 0.404 1.188
H 2.0550 -2.8540 -0.7918 -0.610 0.159 0.154
```
Positions in Å, forces in eV/Å.

## Properties
- DFT total energy: -63322.7419 eV
- Net charge: +2
- Kohn-Sham gap: 6.54 eV
- Strongest force on any atom: 4.34 eV/Å
- 2S+1: 1



The molecule C2H5Cl in a non-equilibrium geometry, computed with ωB97M-V/def2-TZVPD.

XYZ file:
```
8
Properties=species:S:1:pos:R:3:forces:R:3
C 0.5930 0.5528 0.0240 0.650 -3.630 -0.258
C -0.3868 -0.6677 0.0547 -1.881 2.902 2.211
Cl -2.1635 0.0854 -0.2274 1.346 -0.687 -0.051
H 0.4366 1.0545 -0.8585 -0.458 1.267 -2.117
H 0.7831 1.2525 0.7696 -0.976 0.920 1.960
H 1.5842 0.1168 -0.0685 0.363 -0.357 -0.279
H -0.6154 -1.0715 1.0937 0.956 -0.067 -1.716
H -0.2311 -1.3229 -0.7876 0.002 -0.350 0.250
```
Positions in Å, forces in eV/Å.

## Properties
- Structure (SMILES): CCCl
- DFT total energy: -14676.8719 eV
- Net charge: 0
- Kohn-Sham gap: 11.57 eV
- Strongest force on any atom: 4.10 eV/Å
- 2S+1: 1



A structure of composition C28H58F3N2O6Y in a non-equilibrium geometry, computed with ωB97M-V/def2-TZVPD.

XYZ file:
```
98
Properties=species:S:1:pos:R:3:forces:R:3
Y -1.9548 0.9853 0.5390 -0.661 -0.178 0.160
C -1.4126 -1.4754 -2.8640 -0.401 1.081 -1.151
C -2.6476 -0.4965 -2.7841 1.033 0.020 0.486
C -3.8822 -1.3447 -3.2368 1.078 0.542 1.507
O -2.6437 0.2339 -1.5688 0.082 -0.202 1.653
H -0.4888 -0.9118 -2.9950 0.113 0.096 0.530
H -1.4730 -1.9839 -3.8263 -0.179 -0.420 -0.040
H -1.3149 -2.2264 -2.0801 -0.256 0.223 0.221
H -2.5294 0.2490 -3.5705 0.323 0.165 -0.292
H -3.7919 -1.4053 -4.3213 -0.366 -0.266 0.097
H -4.8382 -0.9486 -2.8942 0.041 0.081 -0.215
H -3.6747 -2.2986 -2.7519 -0.679 -0.414 -0.309
C -5.3081 3.7893 1.8967 -0.818 -0.925 0.425
C -4.3772 2.8056 2.6572 2.149 1.412 -1.025
C -4.9276 1.8871 3.6990 -1.298 -0.387 -0.605
O -3.3659 2.2529 1.8201 0.526 -1.318 -0.901
H -5.9199 3.3659 1.1001 0.249 -0.215 -0.268
H -4.7758 4.6715 1.5410 0.239 -0.282 -0.147
H -6.0352 4.1581 2.6203 -0.084 0.170 0.160
H -3.9304 3.5595 3.3053 0.925 0.252 0.215
H -5.7698 2.4732 4.0669 -0.168 -0.387 0.693
H -4.2271 1.6426 4.4975 0.061 0.161 -0.179
H -5.3207 0.9621 3.2771 -0.069 -0.154 -0.027
C -0.9956 -1.3660 2.4351 -0.459 4.135 -1.854
O -2.3171 -1.0781 1.8353 -2.141 -2.639 0.663
O -0.4141 -0.4161 1.6084 1.938 -0.067 1.504
C -0.9485 -1.0893 4.0504 -1.176 -0.069 -2.745
F 0.2404 -1.5008 4.4780 0.532 0.844 0.373
F -1.3011 0.1531 4.4167 1.211 -0.057 -0.276
F -1.8416 -1.8600 4.6438 -0.889 -1.130 0.475
C -3.2443 -2.1639 1.7179 -2.004 -0.922 1.092
C -4.4846 -1.9816 0.8352 0.416 1.144 -0.503
H -5.3893 -2.1835 1.4087 0.067 -0.109 -0.151
H -4.5565 -0.9530 0.4818 -0.128 0.152 -0.076
H -4.4365 -2.6021 -0.0597 -0.110 0.016 0.074
H -3.7073 -2.3491 2.6872 0.577 0.030 0.465
H -2.8893 -3.1423 1.3939 1.359 0.300 0.101
H -0.6452 -2.3915 2.3178 -0.260 -0.301 -0.224
C 1.1731 0.8061 -1.0493 0.557 -0.148 0.409
C 1.0380 2.3653 -1.1523 0.369 -1.535 -0.417
C 0.7400 2.5851 -2.6127 0.191 -0.330 -2.675
C 0.1738 3.8918 -3.0426 -0.197 1.508 0.184
C -0.8988 4.4045 -2.1213 -0.472 0.849 1.201
C -0.5654 4.3168 -0.5913 -1.922 -0.594 0.254
N -0.0667 2.8740 -0.3368 -1.932 0.679 -1.112
O 0.0670 2.5599 1.0301 -0.181 0.200 -0.114
C 0.3659 5.4219 -0.1285 1.783 -0.768 0.782
C -1.9117 4.5423 0.2015 -0.089 0.688 -0.863
C 2.3916 3.0836 -0.8693 -0.027 -1.058 -0.052
H 2.0904 0.5018 -1.5535 0.239 0.285 0.048
H 0.4441 0.1968 -1.5836 -0.646 0.654 0.024
H 1.2447 0.3446 -0.0644 0.032 0.432 0.327
H 1.6152 2.3199 -3.2058 1.122 0.765 0.466
H 0.1917 1.9078 -3.2674 -1.345 -1.117 1.586
H -0.3096 3.8455 -4.0184 0.438 -0.180 -0.216
H 0.8692 4.7308 -3.0670 0.625 -0.242 -0.264
H -1.9117 4.0662 -2.3396 0.124 -0.711 0.193
H -0.9631 5.4690 -2.3468 -0.166 0.250 0.234
H 0.7582 5.0841 0.8307 0.183 -0.059 0.291
H 1.2571 5.5018 -0.7510 -0.125 0.221 -0.195
H 0.0172 6.4213 0.1315 -0.740 -0.207 -0.660
H -2.1778 5.5721 -0.0369 0.183 0.354 0.150
H -2.8153 4.0586 -0.1693 0.363 -0.856 -0.189
H -1.9495 4.4628 1.2880 0.637 -0.259 -0.086
H 2.5427 3.3239 0.1831 -0.153 0.649 -0.034
H 2.5043 3.8988 -1.5840 0.074 0.339 0.628
H 3.2178 2.3984 -1.0585 -0.093 -0.150 -0.264
H 1.0003 2.6435 1.2387 0.391 -0.095 0.503
C 2.7196 -3.2048 2.5762 0.805 1.329 0.073
C 3.6819 -3.0786 1.3330 -0.855 -0.914 -1.548
C 4.4770 -4.3810 1.2864 0.244 -0.374 -0.917
C 5.2458 -4.6631 -0.0231 1.575 0.932 1.404
C 4.4331 -4.5234 -1.2350 -1.833 0.283 -1.368
C 3.4121 -3.3039 -1.2971 1.051 -0.486 0.364
N 2.8705 -3.0808 0.0855 0.501 -2.256 -0.482
O 1.9400 -2.0821 0.1029 -0.652 1.694 -0.247
C 4.0045 -2.0496 -1.9468 1.551 0.858 1.050
C 2.2886 -3.7033 -2.2130 -0.551 -0.914 0.972
C 4.6530 -1.8949 1.3234 -0.243 0.651 1.976
H 2.1720 -4.1351 2.7274 0.836 -0.501 -0.325
H 1.9154 -2.4921 2.7593 0.231 0.698 -0.905
H 3.4140 -2.9516 3.3774 -0.153 -0.690 0.605
H 5.1084 -4.4231 2.1739 0.163 -0.201 -0.082
H 3.8307 -5.2577 1.2461 -0.630 0.207 0.835
H 5.6105 -5.6820 0.1072 0.206 -0.042 -0.345
H 6.1168 -4.0370 -0.2167 0.352 0.180 0.745
H 3.9020 -5.4656 -1.3704 -0.684 0.112 -0.012
H 5.0482 -4.4741 -2.1335 0.197 0.178 0.007
H 4.7066 -1.6141 -1.2358 -0.142 0.382 0.190
H 4.6788 -2.1675 -2.7951 -0.457 -0.716 -0.414
H 3.2835 -1.2727 -2.2013 -0.215 -0.259 0.107
H 1.8704 -4.6198 -1.7968 -0.390 -0.084 -0.087
H 1.5402 -2.9136 -2.1475 -0.095 -0.097 -0.752
H 2.6695 -3.9656 -3.2001 -0.197 0.513 -0.141
H 4.0929 -0.9626 1.2514 0.054 0.079 -0.868
H 5.5423 -1.9772 0.6985 -0.573 -0.052 -0.524
H 5.0994 -1.7340 2.3047 0.076 -0.447 0.480
H 1.0803 -2.5087 0.1277 -0.173 -0.014 0.160
```
Positions in Å, forces in eV/Å.

## Properties
- DFT total energy: -54434.3605 eV
- Net charge: 0
- Kohn-Sham gap: 8.44 eV
- Strongest force on any atom: 4.56 eV/Å
- 2S+1: 1



A structure of composition C36H29CrN2O5 in a non-equilibrium geometry, computed with ωB97M-V/def2-TZVPD.

XYZ file:
```
73
Properties=species:S:1:pos:R:3:forces:R:3
C 0.2401 3.3435 1.0807 0.562 -0.361 -0.209
O 1.1429 2.2217 0.9658 -0.405 0.359 -0.083
C 2.1533 2.2527 0.0610 0.086 0.455 -0.385
C 2.8984 1.0724 -0.0241 0.365 0.055 -0.124
N 2.5599 -0.0629 0.7765 0.345 -0.603 0.835
C 1.3454 -0.6609 0.9298 3.107 0.020 1.327
N 1.3674 -1.2153 2.1547 0.704 0.043 -0.131
C 0.2781 -1.6986 2.9591 -0.291 -0.710 0.881
C 2.6406 -1.1359 2.7121 -0.392 0.321 -0.338
C 3.3974 -0.4382 1.8519 -0.669 0.652 -0.301
C 4.1040 1.0444 -0.7219 0.360 0.067 -0.760
O 4.8615 -0.0604 -0.5146 -0.003 0.286 -0.323
C 6.0811 -0.2244 -1.2656 -0.243 0.168 -0.046
C 4.4263 2.1031 -1.5933 -0.145 -0.417 0.273
C 3.5578 3.1916 -1.6560 -0.025 -0.015 0.054
C 2.4655 3.3275 -0.7931 -0.263 -0.581 0.272
H -0.4293 3.0633 1.8927 0.058 0.165 -0.049
H 0.7922 4.2592 1.3281 -0.174 -0.210 -0.033
H -0.3349 3.4837 0.1542 0.174 -0.017 0.141
H -0.6389 -1.1394 2.7832 0.152 -0.052 -0.078
H 0.1065 -2.7702 2.8339 -0.004 0.204 -0.109
H 0.6055 -1.5363 3.9888 -0.299 0.024 -0.052
H 2.8477 -1.5439 3.6906 0.004 0.044 -0.197
H 4.4146 -0.0904 1.9238 -0.152 -0.006 -0.106
H 6.5165 -1.1429 -0.8704 0.033 0.195 -0.175
H 5.8476 -0.3325 -2.3342 0.123 -0.009 0.275
H 6.7620 0.6266 -1.1127 -0.215 -0.297 0.020
H 5.3244 2.0369 -2.2135 -0.461 0.163 0.215
H 3.7286 3.9615 -2.4064 0.112 -0.053 0.300
H 1.8279 4.2147 -0.8071 0.349 -0.299 -0.041
O -7.1039 0.4307 -1.7490 2.977 0.975 3.057
C -6.3234 0.7349 -0.9402 -5.426 -0.653 -5.766
Cr -5.0127 0.8652 0.4500 -2.309 -1.497 2.462
C -4.4264 -0.6569 -0.4846 2.028 -5.586 -3.427
O -4.2909 -1.6590 -1.0696 -0.506 3.363 1.983
C -6.0955 -0.3999 1.3776 -3.010 -4.163 1.905
O -6.7671 -1.2642 1.7715 2.407 3.280 -1.156
C -5.3897 2.8153 1.2980 -0.102 1.518 0.155
C -4.7691 2.9437 0.0459 0.142 1.534 0.069
C -3.5790 2.2425 -0.2253 1.150 0.187 -1.208
C -2.9326 1.4781 0.7770 2.385 0.276 0.771
C -1.6948 0.7231 0.5654 0.339 -0.415 -0.089
C -0.7150 0.0024 0.4207 -3.009 0.790 -1.312
C 0.2977 -0.9637 -0.0719 -0.810 0.609 -0.074
C -0.0756 -2.4330 0.1901 -0.688 -0.160 -0.255
C -1.3204 -2.8071 0.7055 0.364 -0.262 -0.003
C -1.5256 -4.1343 1.1185 0.099 0.365 -0.392
C -0.5258 -5.0855 0.8906 -0.241 -0.034 0.197
C 0.6781 -4.7319 0.2702 -0.139 0.399 0.057
C 0.9097 -3.3923 -0.0500 0.042 -0.418 0.182
C 0.7309 -0.7129 -1.5494 -0.684 0.035 -0.430
C 0.7336 0.5812 -2.0608 0.118 0.330 -0.299
C 1.2621 0.8605 -3.3325 -0.219 -0.279 0.363
C 1.7555 -0.1894 -4.1176 0.025 0.191 0.154
C 1.5800 -1.5064 -3.6970 -0.256 0.333 0.322
C 0.9997 -1.7527 -2.4481 0.209 -0.305 -0.031
C -3.6297 1.2964 1.9871 1.819 -0.270 0.605
C -4.8093 1.9988 2.2747 -0.625 -0.013 0.525
H -6.3394 3.3158 1.4993 0.338 -0.134 -0.063
H -5.2453 3.5418 -0.7362 0.217 -0.305 0.250
H -3.1521 2.2572 -1.2307 -0.029 0.238 0.405
H -2.0870 -2.0385 0.8356 0.215 -0.357 0.081
H -2.4634 -4.4055 1.6184 0.436 0.009 -0.336
H -0.7079 -6.1097 1.2177 0.158 0.228 -0.187
H 1.4460 -5.4714 0.0365 -0.315 0.149 0.193
H 1.8463 -3.0976 -0.5347 -0.239 -0.176 0.507
H 0.2606 1.3589 -1.4570 0.445 -0.013 -0.259
H 1.2684 1.8915 -3.6976 0.058 -0.412 0.121
H 2.2431 0.0117 -5.0699 -0.206 0.022 0.166
H 1.8735 -2.3422 -4.3353 -0.203 0.285 0.188
H 0.7175 -2.7741 -2.2068 0.357 0.273 -0.068
H -3.2208 0.5723 2.6958 -0.179 0.404 -0.060
H -5.2904 1.8555 3.2440 0.075 0.065 -0.355
```
Positions in Å, forces in eV/Å.

## Properties
- DFT total energy: -79421.4555 eV
- Net charge: +2
- Kohn-Sham gap (alpha / beta): 6.42 / 5.21 eV
- Strongest force on any atom: 7.94 eV/Å
- 2S+1: 4



Among the records above, which one has the highest DFT total energy?
C2H5Cl



What is the 2S+1 in the fourth record?
4



What is the formula in the first record?
C37H81BF4N4O3